No. 1
# C4H7N3

C4H7N3 as an isolated structure at a distorted geometry (ωB97M-V/def2-TZVPD, OMol25).

Element x y z (Å)
N1 0.14162 -0.68259 1.13674
H1 -1.94382 -0.52381 1.27516
C1 -1.09024 0.67046 -0.32775
H2 -0.12359 1.06905 -1.60266
N2 2.42124 -0.57808 0.56083
H3 -1.38667 -1.44702 -0.13573
C2 1.20061 -0.28348 0.36637
C3 -1.17086 -0.58045 0.50785
H4 0.32082 -1.41941 1.79850
N3 1.04911 1.07375 -1.81058
H5 -1.86771 0.68146 -1.12977
H6 -1.20469 1.59447 0.25077
H7 2.99465 -0.12283 -0.15054
C4 0.65952 0.54848 -0.73919

Properties
charge: 0
lowest unoccupied orbital energy: 0.62 eV
DFT total energy: -320.74955 Ha
gap between HOMO and LUMO: 9.65 eV
energy above the lowest of the compared OMol25 structures with the same formula, charge and spin: 351.17 kJ/mol
E_HOMO: -9.032 eV

Atomic partial charges in e from the Löwdin method, atoms 1 to 6: 0.033 0.114 -0.100 0.074 0.138 0.120

No. 2
# C19H39Cl12CuO7P

C19H39Cl12CuO7P as an isolated structure at a distorted geometry (ωB97M-V/def2-TZVPD, OMol25).

Element x y z (Å)
Cl1 5.84692 -1.33152 -0.53371
C1 -3.52776 -2.90482 4.79211
O1 -4.35246 -1.35400 2.25095
H1 -2.89580 -3.29309 5.58909
H2 0.88153 3.02340 -5.54549
C2 -1.14327 0.67016 2.96000
H3 1.07928 0.85915 -4.15850
P1 -2.84022 -1.33992 2.79382
Cl2 2.85898 2.28188 3.33466
H4 -1.41617 -0.60258 -1.51278
H5 -5.48616 -3.74695 5.15243
H6 3.54460 -1.10278 -0.30522
C3 1.17548 3.00286 -4.49654
H7 1.61612 -3.76763 -2.02183
C4 0.98949 3.40582 0.28004
C5 -0.70944 1.15961 -2.68547
H8 2.93116 -0.00341 3.94036
C6 -4.37013 -1.40235 0.80503
C7 -5.69865 -1.99365 0.34934
Cl3 3.18717 -4.38938 -3.60895
Cl4 -0.68520 0.57287 -4.36734
H9 0.27779 3.10528 -3.88958
C8 0.69729 3.60592 -1.20601
H10 1.57925 3.78975 -1.81415
H11 2.32352 1.62335 -3.25928
H12 -0.88029 1.16339 2.01741
H13 3.90806 -0.67412 -2.64342
H14 -5.87064 -1.80810 -0.71395
H15 -1.61462 2.60892 3.70966
C9 -5.00505 -2.76911 5.05758
C10 1.05778 -0.16471 -0.78741
H16 1.92312 -1.76044 -4.36710
H17 -5.52385 -2.41452 4.16703
O2 -1.86319 -2.23014 2.17424
C11 1.34638 -2.37679 -3.68043
C12 1.81650 1.65920 -4.21929
H18 3.14494 0.70085 -1.79004
O3 -0.05034 -0.02276 -0.15363
H19 -1.24344 1.27398 4.96628
H20 -5.71432 -3.07001 0.51070
Cl5 5.34249 1.26735 -2.52033
Cl6 2.99817 1.13666 -5.45033
Cl7 -3.34259 0.25963 -2.41988
C13 4.34586 -0.41793 -0.57393
H21 -6.55172 -1.45489 0.76427
H22 0.03502 3.35364 0.80972
H23 0.26938 2.65893 -1.53658
Cl8 -0.43342 4.96363 -1.48777
H24 0.04060 1.99828 4.11463
H25 -3.43052 -3.65092 3.99513
H26 1.76402 0.35820 2.64328
H27 0.69420 -1.71025 -3.11573
C14 4.07700 0.16063 -1.96614
Cu1 -0.10106 -2.16028 0.70044
C15 -1.69253 0.41901 -1.75180
H28 -0.45442 -0.17644 2.94904
Cl9 2.27537 4.36971 -4.29940
H29 2.80690 -2.43378 -2.23842
C16 2.20378 -3.19351 -2.73098
C17 2.78372 0.51979 2.99787
H30 4.44235 0.36362 0.17699
C18 3.65885 0.02788 1.89599
H31 -0.82106 2.24124 -2.62685
Cl10 0.18226 -3.34730 -4.58147
Cl11 1.81092 4.84148 0.98435
O4 -3.02961 -1.61633 4.38297
O5 1.44020 0.65078 -1.67066
H32 -4.33465 -0.37378 0.44786
H33 3.37506 0.55779 0.98584
Cl12 5.40836 0.26600 2.19707
H34 -3.55043 -2.00043 0.41074
O6 1.76974 -1.17613 -0.42483
H35 -5.20559 -2.09105 5.88503
O7 -2.48042 0.20323 2.73077
C19 -1.01647 1.75500 4.01095
H36 1.43188 2.47146 0.61899
H37 -1.70769 0.99481 -0.82899
H38 0.27280 0.99162 -2.23271
H39 3.42894 -1.01096 1.66425

Properties
charge: -1
lowest unoccupied orbital energy: 1.32 eV
DFT total energy: -8778.26705 Ha
gap between HOMO and LUMO: 7.25 eV
E_HOMO: -5.925 eV

Atomic partial charges in e from the Löwdin method, atoms 1 to 6: 0.540 -0.268 -0.168 0.120 0.063 -0.275

Copy entry 1 word for word.
# C4H7N3

C4H7N3 as an isolated structure at a distorted geometry (ωB97M-V/def2-TZVPD, OMol25).

Element x y z (Å)
N1 0.14162 -0.68259 1.13674
H1 -1.94382 -0.52381 1.27516
C1 -1.09024 0.67046 -0.32775
H2 -0.12359 1.06905 -1.60266
N2 2.42124 -0.57808 0.56083
H3 -1.38667 -1.44702 -0.13573
C2 1.20061 -0.28348 0.36637
C3 -1.17086 -0.58045 0.50785
H4 0.32082 -1.41941 1.79850
N3 1.04911 1.07375 -1.81058
H5 -1.86771 0.68146 -1.12977
H6 -1.20469 1.59447 0.25077
H7 2.99465 -0.12283 -0.15054
C4 0.65952 0.54848 -0.73919

Properties
charge: 0
lowest unoccupied orbital energy: 0.62 eV
DFT total energy: -320.74955 Ha
gap between HOMO and LUMO: 9.65 eV
energy above the lowest of the compared OMol25 structures with the same formula, charge and spin: 351.17 kJ/mol
E_HOMO: -9.032 eV

Atomic partial charges in e from the Löwdin method, atoms 1 to 6: 0.033 0.114 -0.100 0.074 0.138 0.120